[1]
The following is a quantum chemistry calculation of 2 unconnected molecules or ions with the total composition BrClOS at a distorted geometry, from OMol25.

XYZ file:
```
4
Properties=species:S:1:pos:R:3
O 1.5004 1.3486 0.3844
S -0.2900 -0.3062 -0.8945
Cl 0.6288 -1.7404 0.3834
Br -1.8391 0.6980 0.1267
```

Output
Frontier orbital gap (alpha / beta) (eV): 6.75 / 7.26
Total energy (eV): -95440.88053
Largest force on an atom (eV/Å): 2.861
HOMO energy (alpha / beta) (eV): -10.081 / -10.159

[2]
The following is a quantum chemistry calculation of a single C2H5I3OSi molecule at a distorted geometry, from OMol25.

XYZ file:
```
12
Properties=species:S:1:pos:R:3
C 1.4067 0.7110 0.1902
C 0.9414 -0.6634 -0.4887
O -0.2715 -0.4391 -1.0840
Si -1.8826 -0.1092 0.1066
I -3.5975 -0.8912 -1.4393
I -1.6758 -1.4431 2.1340
I -2.1240 2.2908 0.6411
H 1.2486 1.6457 -0.3864
H 0.7981 0.7204 1.1747
H 2.5343 0.6041 0.4545
H 1.2108 -1.5561 0.2018
H 1.4116 -0.8701 -1.5046
```

Output
Frontier orbital gap (eV): 8.80
Total energy (eV): -36384.24866
Largest force on an atom (eV/Å): 6.750
HOMO energy (eV): -9.775
SMILES: CCO[Si](I)(I)I

[3]
The following is a quantum chemistry calculation of 2 unconnected molecules or ions with the total composition C30H61FN3O8PS3 at a distorted geometry, from OMol25.

XYZ file:
```
107
Properties=species:S:1:pos:R:3
C -2.0603 4.8032 -3.7546
C -1.7231 4.1336 -2.4204
C -1.6326 5.1423 -1.2658
C -1.8165 4.4347 0.0885
C -0.9411 5.0176 1.1959
C -1.3468 4.5913 2.6082
C -1.6464 3.0834 2.7436
C -0.3770 2.2972 2.4097
C -0.2219 0.8221 2.8123
O 0.1572 0.6079 4.1836
N -0.1071 1.6928 5.0368
O 0.2550 1.4487 6.1088
C -1.4773 -0.0295 2.5535
P -2.8342 0.2331 3.8159
O -4.0340 -0.5983 3.0467
O -2.3388 -0.6979 5.0764
C -1.9595 0.1934 1.1141
S -0.6538 -0.1678 -0.0484
O -0.8957 0.6003 -1.2334
O -0.6324 -1.5888 -0.2421
O 0.7192 0.3532 0.5534
C 0.9757 0.2356 2.0005
C 2.2813 1.0230 2.1768
C 3.0898 0.8459 3.4437
F 2.6897 1.7348 4.4351
C 1.2332 -1.2451 2.3148
C 2.4449 -1.8590 1.5804
C 2.0729 -3.2372 0.9922
C 3.3303 -4.0485 0.6203
N 3.1224 -5.4927 0.8987
C 3.7860 -6.2987 -0.1710
C 2.8733 -6.4653 -1.4151
C 1.3833 -6.2837 -1.1228
C 0.8585 -7.3271 -0.1190
C 3.7392 -5.8197 2.1460
S 2.8401 -6.2478 3.4149
S 5.5229 -5.7734 2.1936
C 6.0355 -4.8507 3.6895
C 5.0110 -3.9143 4.3555
C 4.5741 -4.4508 5.7301
H -3.1087 5.0969 -3.7839
H -1.4389 5.6950 -3.8654
H -1.8446 4.1436 -4.5930
H -2.5158 3.4305 -2.1568
H -0.7938 3.5745 -2.5332
H -2.4431 5.8546 -1.4355
H -0.6749 5.6644 -1.2921
H -2.8800 4.4503 0.3395
H -1.5527 3.3841 -0.0673
H 0.0978 4.7529 0.9818
H -1.0049 6.1066 1.1301
H -0.6046 4.8700 3.3576
H -2.2808 5.1051 2.8509
H -1.9922 2.9205 3.7583
H -2.4816 2.8852 2.0731
H 0.4356 2.8434 2.8913
H -0.1937 2.4115 1.3416
H -1.2378 -1.0939 2.6244
H -4.3991 -1.3198 3.5671
H -2.5671 -1.6314 4.9595
H -2.6990 -0.5698 0.8768
H -2.4105 1.1635 0.9343
H 2.1420 2.0950 2.0445
H 2.9284 0.7374 1.3482
H 3.0970 -0.1592 3.8584
H 4.1254 1.1068 3.2177
H 1.3865 -1.3529 3.3881
H 0.3818 -1.8707 2.0664
H 2.7207 -1.2379 0.7281
H 3.3016 -1.9785 2.2445
H 1.4519 -3.7710 1.7100
H 1.5135 -3.0506 0.0772
H 3.5431 -3.8959 -0.4359
H 4.1649 -3.6490 1.2017
H 4.7015 -5.8044 -0.4999
H 4.0156 -7.2842 0.2301
H 3.1736 -5.7031 -2.1367
H 3.0560 -7.4591 -1.8214
H 1.1957 -5.2656 -0.7911
H 0.8585 -6.4164 -2.0707
H -0.0458 -7.8186 -0.4707
H 0.6805 -6.8840 0.8581
H 1.6219 -8.0939 0.0252
H 6.9021 -4.2669 3.3904
H 6.3563 -5.5841 4.4270
H 5.5077 -2.9600 4.5434
H 4.1542 -3.7028 3.7192
H 4.4014 -5.5209 5.6470
H 5.4156 -4.3309 6.4139
H 3.7002 -3.9343 6.1166
C -2.9159 3.2550 -7.4875
O -3.9742 3.4873 -6.5773
C -4.6286 4.7314 -6.7292
C -5.6928 4.7695 -7.8354
C -5.1149 4.8542 -9.2448
N -6.6043 3.6238 -7.7668
H -2.3796 4.1784 -7.7254
H -3.2746 2.7904 -8.4090
H -2.2232 2.5602 -7.0127
H -5.1303 4.9132 -5.7748
H -3.8941 5.5379 -6.8579
H -6.2838 5.6754 -7.6700
H -4.7320 3.8930 -9.5864
H -5.8894 5.1581 -9.9483
H -4.3057 5.5853 -9.2983
H -7.0778 3.6270 -6.8680
H -6.0374 2.7803 -7.7434
```

Output
Frontier orbital gap (eV): 8.20
Total energy (eV): -97458.04017
Largest force on an atom (eV/Å): 2.187
HOMO energy (eV): -8.524
SMILES: CCCCCCCC[C@@]1(ON=O)[C@@H](P(O)O)CS(=O)(=O)O[C@]1(CCF)CCCCN(CCCC)C(=S)SCCC.COC[C@@H](C)N

[4]
The following is a quantum chemistry calculation of a molecular structure, C34H54N2O6PdSe, from OMol25.

XYZ file:
```
98
Properties=species:S:1:pos:R:3
Pd -0.7458 3.1640 0.8552
C -0.8980 4.5267 3.5123
N 0.1981 4.1167 2.6123
C 0.8847 5.3318 2.1234
C 1.1917 3.2792 3.3067
C 0.7221 1.9014 3.7552
N 0.6984 0.9139 2.6870
C 2.0262 0.5042 2.2738
C 2.1235 -0.0156 0.8667
C 2.8936 -1.1024 0.5667
C 3.0848 -1.5152 -0.7658
C 2.3612 -0.8531 -1.7711
C 1.5353 0.2243 -1.5512
C 1.4935 0.7561 -0.1949
O 0.9879 1.8594 0.0844
C 0.7363 0.7962 -2.7247
C 1.6926 1.1918 -3.8607
C -0.2092 -0.3166 -3.2165
C -0.1221 2.0199 -2.3936
C 4.1113 -2.5776 -1.1340
C 5.3469 -1.8306 -1.6700
C 4.5291 -3.4205 0.0734
C 3.5988 -3.5303 -2.2215
C -0.1675 -0.2222 2.9599
C -0.8871 -0.7688 1.7545
C -0.6549 -2.0133 1.2605
C -1.4393 -2.5494 0.2117
C -2.5127 -1.7954 -0.2799
C -2.8234 -0.5309 0.1724
C -1.9347 0.0592 1.1724
O -2.0624 1.2384 1.5562
C -4.0473 0.2306 -0.3199
C -3.6348 1.4616 -1.1439
C -4.8861 0.6826 0.8886
C -4.9295 -0.6505 -1.2084
C -1.1170 -3.9372 -0.3169
C -1.2445 -4.9589 0.8239
C 0.3260 -3.9368 -0.8412
C -2.0428 -4.3631 -1.4566
H -0.4813 4.9887 4.4157
H -1.5098 3.6694 3.7841
H -1.5299 5.2402 2.9867
H 1.3725 5.8388 2.9649
H 0.1574 5.9966 1.6607
H 1.6321 5.0508 1.3828
H 1.5413 3.8321 4.1890
H 2.0427 3.1873 2.6317
H -0.2863 1.9781 4.1592
H 1.3703 1.5833 4.5901
H 2.4370 -0.2613 2.9561
H 2.6922 1.3653 2.3466
H 3.3855 -1.6287 1.3748
H 2.4634 -1.2117 -2.7857
H 2.2756 0.3486 -4.2334
H 2.3836 1.9684 -3.5287
H 1.1135 1.5905 -4.6952
H 0.3385 -1.2026 -3.5446
H -0.7986 0.0503 -4.0594
H -0.8984 -0.6141 -2.4219
H 0.4599 2.8801 -2.0729
H -0.8547 1.8001 -1.6167
H -0.6784 2.3046 -3.2894
H 5.7457 -1.1458 -0.9195
H 5.0988 -1.2512 -2.5607
H 6.1281 -2.5469 -1.9324
H 5.0378 -2.8263 0.8334
H 5.2246 -4.1949 -0.2521
H 3.6703 -3.9143 0.5343
H 3.3370 -3.0139 -3.1444
H 2.7275 -4.0896 -1.8803
H 4.3852 -4.2463 -2.4659
H -0.9324 0.1016 3.6676
H 0.3910 -1.0434 3.4383
H 0.1391 -2.6112 1.6949
H -3.1322 -2.2332 -1.0456
H -3.0933 2.1917 -0.5472
H -4.5318 1.9600 -1.5163
H -3.0365 1.1670 -2.0084
H -4.3496 1.4101 1.4926
H -5.1653 -0.1705 1.5126
H -5.8028 1.1513 0.5273
H -4.4189 -0.9461 -2.1280
H -5.8126 -0.0801 -1.4970
H -5.2676 -1.5502 -0.6886
H -0.5604 -4.7426 1.6450
H -1.0119 -5.9578 0.4497
H -2.2603 -4.9717 1.2227
H 1.0408 -3.6716 -0.0593
H 0.4444 -3.2197 -1.6567
H 0.5824 -4.9311 -1.2144
H -3.0852 -4.4104 -1.1370
H -1.7561 -5.3585 -1.7987
H -1.9711 -3.6847 -2.3093
O -1.8564 6.6981 0.9390
Se -2.1779 5.4387 -0.0157
O -0.7094 4.7627 -0.5426
O -2.6421 4.1259 0.9517
O -3.1895 5.6806 -1.2299
```

Output
Spin multiplicity: 5
Frontier orbital gap (alpha / beta) (eV): 8.32 / 6.23
Total energy (eV): -120221.06597
Largest force on an atom (eV/Å): 0.277
HOMO energy (alpha / beta) (eV): -8.223 / -8.752

[5]
The following is a quantum chemistry calculation of a molecular structure, C12H27ClIIrN2OP2S at a distorted geometry, from OMol25.

XYZ file:
```
48
Properties=species:S:1:pos:R:3
C 3.1772 -1.4383 0.6867
C 1.7392 -1.0553 0.5751
H 3.2381 -2.3183 1.3408
H 3.7716 -0.6157 1.0895
H 3.6055 -1.6538 -0.2948
O 0.8517 -1.7051 1.1575
I 3.5858 1.5622 -1.6206
Ir 1.4143 0.5191 -0.5458
P 0.7694 -1.1642 -2.0893
C -0.4023 -2.3504 -1.3696
C 0.0339 -0.4053 -3.5609
H 0.1314 -1.0902 -4.4142
H 1.8232 -2.9667 -3.3022
H 0.5584 0.5249 -3.7987
H 2.9272 -1.5491 -3.0967
H -1.3977 -1.9134 -1.2697
H -1.0229 -0.1597 -3.3952
C 2.1732 -2.1842 -2.6161
H -0.4450 -3.2586 -1.9754
H 2.6385 -2.6606 -1.7454
H -0.0522 -2.6103 -0.3611
P 1.2373 1.5470 1.5838
C 0.1371 0.6367 2.7070
C 2.8263 1.5844 2.4558
H 1.0914 3.7002 0.5056
H 0.9624 3.8428 2.2749
H -0.4397 3.2889 1.2920
C 0.6519 3.2523 1.4021
H 3.5610 2.1337 1.8544
H 2.6956 2.0526 3.4401
H 0.2759 0.9763 3.7364
H 0.3867 -0.4314 2.6413
H 3.2001 0.5636 2.5971
H -0.9079 0.7439 2.4082
Cl 0.9262 2.5362 -1.9527
C -3.7942 1.9643 -0.9292
N -3.4644 0.7921 -0.1197
C -4.3664 0.0269 0.5866
C -3.6522 -0.9413 1.2179
N -2.3154 -0.7560 0.8865
C -2.2088 0.3193 0.0589
S -0.9510 1.1516 -0.7210
H -3.2917 2.8567 -0.5352
H -3.4934 1.8086 -1.9733
H -4.8817 2.1162 -0.8897
H -5.4198 0.2622 0.5535
H -3.9785 -1.7308 1.8643
H -1.5188 -1.3261 1.2015
```

Output
Spin multiplicity: 6
Frontier orbital gap (alpha / beta) (eV): 8.29 / 5.75
Total energy (eV): -70755.68607
Largest force on an atom (eV/Å): 3.487
Net charge: +3
HOMO energy (alpha / beta) (eV): -17.165 / -18.976

[6]
The following is a quantum chemistry calculation of a molecular structure, C18H31N3NbORb at a distorted geometry, from OMol25.

XYZ file:
```
55
Properties=species:S:1:pos:R:3
N 1.9141 -0.0309 -1.6254
C 2.7842 0.1686 1.6708
O 3.8980 0.0407 1.5011
Rb 0.0547 0.1304 -2.9640
Nb 0.9305 0.1770 -0.0710
N -0.7069 -1.2088 -0.4113
N 0.2093 1.6435 -1.5830
C -0.0767 -2.5567 -0.2999
C 1.2340 2.7349 -1.9001
C 0.7571 -2.7532 -1.5587
C -1.0171 -3.7422 -0.0384
C 0.8620 -2.6080 0.8656
C 0.4307 3.7000 -2.7546
C 1.7738 3.5232 -0.6876
C 2.4261 2.2254 -2.7628
H 0.1113 -2.7539 -2.4375
H 1.3033 -3.6938 -1.5282
H 1.5261 -1.9711 -1.7117
H -1.6075 -3.5927 0.8712
H -0.4173 -4.6618 0.0889
H -1.6729 -3.9096 -0.8892
H 1.2725 -1.6407 1.1223
H 1.6706 -3.3090 0.7106
H 0.4448 -2.9025 1.8046
H -0.0045 3.1969 -3.6318
H 1.0571 4.5559 -3.0264
H -0.4610 4.0635 -2.1935
H 0.9953 4.0277 -0.1192
H 2.4517 4.3259 -1.0143
H 2.3803 2.9414 0.0205
H 2.7688 1.2151 -2.4568
H 3.2931 2.8766 -2.6676
H 2.1780 2.1733 -3.8170
C -1.0771 2.0583 -0.9581
H -1.0915 1.4600 -0.0139
H -1.0491 3.1172 -0.6385
H -1.9638 1.8037 -1.5771
C -2.0872 -1.2461 -0.9740
H -2.8676 -1.8582 -0.4667
H -2.5390 -0.2422 -1.0568
H -2.1511 -1.7033 -1.9962
C 0.4627 1.0732 2.1917
C -0.5998 0.2039 2.7882
C -0.3564 -1.0836 3.2905
C -1.3417 -2.0610 3.4412
C -2.6725 -1.7143 3.2105
C -2.9931 -0.3974 2.8925
C -1.9705 0.5296 2.7258
H 0.2544 2.1501 2.0754
H 1.4574 1.0184 2.7121
H 0.6683 -1.3588 3.5372
H -1.1271 -3.0987 3.7371
H -3.4427 -2.4788 3.2773
H -4.0488 -0.1202 2.7709
H -2.2274 1.5635 2.5250
```

Output
Frontier orbital gap (alpha / beta) (eV): 4.13 / 4.11
Total energy (eV): -27865.88589
Largest force on an atom (eV/Å): 12.533
Net charge: +2
HOMO energy (alpha / beta) (eV): -14.367 / -14.326

[7]
The following is a quantum chemistry calculation of a single C6H15NS molecule at a distorted geometry, from OMol25.

XYZ file:
```
23
Properties=species:S:1:pos:R:3
C 2.0290 0.1763 -1.5986
C 0.7479 -0.3864 -1.0181
C -0.3530 -0.0815 -2.1785
N 0.4689 0.2778 0.2431
S 0.1534 1.9761 0.1953
C -0.3618 -0.4448 1.1500
C -1.8373 -0.7379 0.6933
C -0.3888 0.2199 2.5006
H 1.8348 1.2509 -1.7321
H 2.7671 0.1398 -0.9027
H 2.2727 -0.2491 -2.4682
H 0.7786 -1.4845 -0.8746
H -0.4015 1.0098 -2.3417
H -1.2129 -0.5880 -1.7070
H 0.1634 -0.6392 -2.9533
H 1.0471 2.1010 1.2072
H 0.0824 -1.4067 1.2353
H -2.1512 0.1465 0.3086
H -1.8142 -1.4883 0.0436
H -2.4930 -1.0630 1.6215
H -1.1960 1.0259 2.5157
H 0.4771 0.7749 2.6980
H -0.6126 -0.5293 3.3629
```

Output
Frontier orbital gap (eV): 8.97
Total energy (eV): -18788.44908
Largest force on an atom (eV/Å): 5.815
HOMO energy (eV): -8.194
SMILES: CC(C)N(S)C(C)C

[8]
The following is a quantum chemistry calculation of a molecular structure, C47H47F3N6O8PbS2 at a distorted geometry, from OMol25.

XYZ file:
```
114
Properties=species:S:1:pos:R:3
Pb 0.9260 -0.1369 2.0255
C -1.5098 5.6976 -2.9027
C -0.8543 5.0302 -1.7305
C -0.3017 5.7864 -0.7036
C 0.2610 5.1697 0.4013
C 0.2857 3.7912 0.4756
C -0.2407 3.0219 -0.5432
C -0.8180 3.6412 -1.6369
S 0.9819 2.9585 1.9095
O 1.5461 3.9934 2.7422
O -0.1417 2.2146 2.4944
N 2.0075 1.8741 1.3740
C 3.3542 2.3038 1.1250
C 3.9811 1.5643 -0.0280
O 4.8818 1.9490 -0.7192
O 3.4022 0.3447 -0.1900
H -1.1235 6.7038 -3.0462
H -2.5848 5.7744 -2.7331
H -1.3582 5.1280 -3.8172
H -0.3141 6.8645 -0.7700
H 0.6877 5.7415 1.2093
H -0.1831 1.9484 -0.4624
H -1.2409 3.0414 -2.4308
H 4.0007 2.1221 2.0024
H 3.4082 3.3778 0.9122
O 0.4621 -2.0990 3.7716
C 1.1887 -3.0662 4.0101
C 2.2461 -3.6332 3.2479
C 2.8287 -4.7913 3.7758
C 3.8331 -5.4627 3.1182
C 4.3118 -4.9792 1.8799
C 3.7736 -3.8577 1.3445
C 2.7243 -3.1053 1.9843
O 2.2960 -2.0741 1.4097
N 4.3689 -6.6588 3.6667
O 5.2485 -7.2288 3.0451
O 3.9118 -7.0609 4.7248
H 1.0036 -3.6088 4.9557
H 2.4780 -5.1887 4.7194
H 5.1030 -5.5265 1.3864
H 4.1283 -3.4693 0.4006
C -6.2968 1.9842 2.4635
C -5.3130 2.3584 1.3448
C -4.9261 3.8380 1.4786
C -6.0091 2.1372 -0.0011
C -4.0511 1.5300 1.4871
C -3.5210 1.2523 2.7450
C -2.3772 0.4840 2.8458
N -1.7313 -0.0024 1.8057
C -2.2099 0.2530 0.5892
C -3.3613 1.0141 0.3959
C -1.4752 -0.3733 -0.5244
C -2.0989 -0.6772 -1.7318
C -1.4044 -1.3501 -2.7295
C -0.0879 -1.7119 -2.4400
C 0.4594 -1.3734 -1.2135
N -0.2082 -0.7094 -0.2876
C -2.0346 -1.7120 -4.0594
C -3.4718 -1.2003 -4.1830
C -1.1934 -1.0944 -5.1835
C -2.0440 -3.2395 -4.2013
H -7.2669 2.4355 2.2701
H -5.9527 2.3404 3.4314
H -6.4229 0.9040 2.5118
H -5.8202 4.4588 1.4646
H -4.2766 4.1393 0.6591
H -4.3942 4.0120 2.4113
H -6.9504 2.6801 -0.0102
H -6.2262 1.0831 -0.1544
H -5.4121 2.5046 -0.8313
H -3.9707 1.6299 3.6485
H -1.9742 0.2297 3.8101
H -3.7007 1.2142 -0.6056
H -3.1327 -0.4103 -1.8655
H 0.5088 -2.2647 -3.1490
H 1.4678 -1.6521 -0.9470
H -3.5129 -0.1184 -4.0841
H -4.1169 -1.6534 -3.4345
H -3.8690 -1.4608 -5.1601
H -1.1542 -0.0123 -5.0792
H -1.6344 -1.3321 -6.1481
H -0.1762 -1.4751 -5.1704
H -2.6179 -3.6952 -3.3973
H -1.0362 -3.6441 -4.1809
H -2.5013 -3.5200 -5.1463
C 0.4929 3.3263 5.6049
N -0.0306 1.9973 5.7288
C -1.2382 1.6591 6.2853
C -1.4091 0.3261 6.1283
N -0.2966 -0.1454 5.4810
C 0.5329 0.8868 5.2112
S 2.0274 0.7696 4.4558
H 0.2681 3.8926 6.5082
H 0.0683 3.8216 4.7279
H 1.5698 3.2662 5.4515
H -1.8678 2.3919 6.7447
H -2.2122 -0.3193 6.4166
H -0.1439 -1.0671 5.0648
F 4.6862 -5.6622 -6.4388
C 4.6845 -4.3528 -6.7390
F 5.7959 -4.1210 -7.4497
F 3.6495 -4.1733 -7.5915
C 4.5649 -3.4862 -5.5227
C 3.7076 -3.8868 -4.5035
C 3.5523 -3.0889 -3.3900
C 4.2509 -1.8818 -3.2882
C 5.1218 -1.5006 -4.3114
C 5.2762 -2.2960 -5.4291
C 4.0403 -1.0428 -2.1723
C 3.7410 -0.3988 -1.1981
H 3.1785 -4.8243 -4.5879
H 2.9005 -3.3969 -2.5878
H 5.6788 -0.5818 -4.2209
H 5.9477 -2.0076 -6.2244
```

Output
Frontier orbital gap (eV): 7.22
Total energy (eV): -109891.56946
Largest force on an atom (eV/Å): 1.737
HOMO energy (eV): -7.541

Q: Which of these has the lowest largest force on an atom?
A: C34H54N2O6PdSe